Computed, not measured: 2 unconnected molecules or ions with the total composition C19H20NO7 in a non-equilibrium geometry, with ωB97M-V with the def2-TZVPD basis set.

Computed properties:
Multiplicity = 1
E_LUMO = -4.8 eV
Orbital gap = 7.1423 eV
E_tot = -1317.20645 Eh
HOMO = -11.98 eV
Total charge = +1

Each line ends with the Mulliken charge.
Geometry (Å):
1 O 1.89920 -5.03055 0.57844  -0.47
2 C 1.11328 -4.82201 -0.30325  0.49
3 O -0.21300 -4.54425 0.01330  -0.48
4 C 1.44477 -4.85138 -1.80117  -0.60
5 C 2.52700 -3.82926 -2.22272  -0.57
6 N 2.38013 -2.49233 -1.62255  0.14
7 C 3.42239 -1.82599 -1.12017  -0.21
8 C 3.28853 -0.60122 -0.53976  -0.81
9 C 2.03882 0.00256 -0.46176  1.26
10 C 1.91113 1.34735 0.22961  0.00
11 O 2.52709 1.49387 1.26266  -0.49
12 O 1.17730 2.35040 -0.30287  -0.35
13 C -0.14847 2.43477 0.30869  -0.90
14 C -1.13561 1.80732 -0.68206  0.31
15 C -2.30953 1.18801 -0.29519  -0.16
16 C -3.12472 0.61233 -1.24350  -0.77
17 C -2.80871 0.61654 -2.58532  -0.59
18 C -1.64103 1.26054 -2.96585  -0.53
19 C -0.81141 1.83672 -2.03017  0.12
20 C 0.96056 -0.68617 -1.01994  -0.19
21 C 1.17795 -1.90562 -1.58012  -0.96
22 H -0.40624 -3.65529 -0.31267  0.35
23 H 1.78793 -5.84996 -2.09156  0.41
24 H 0.53158 -4.65300 -2.37454  0.40
25 H 3.51667 -4.26455 -2.06907  0.41
26 H 2.42602 -3.69342 -3.30843  0.27
27 H 4.40093 -2.29249 -1.18476  0.40
28 H 4.13130 -0.06481 -0.11300  0.52
29 H -0.41382 3.48424 0.46398  0.39
30 H -0.16421 1.93423 1.27664  0.59
31 H -2.57904 1.14279 0.75677  0.36
32 H -4.04387 0.10015 -0.96233  0.39
33 H -3.43480 0.14257 -3.33506  0.44
34 H -1.37127 1.27255 -4.01988  0.41
35 H 0.08813 2.31041 -2.41118  0.41
36 H -0.04988 -0.28377 -0.99957  0.15
37 H 0.33898 -2.46023 -1.99251  0.90
38 C -2.26494 3.33278 4.99061  -0.40
39 C -0.93838 2.96152 4.37283  -0.38
40 O -1.28304 2.76925 2.99468  -0.16
41 C -2.41637 3.48442 2.75241  0.50
42 O -2.86351 3.66732 1.66725  -0.48
43 O -2.95397 3.95076 3.89891  -0.34
44 H -2.16327 4.02243 5.82464  0.32
45 H -2.83441 2.46118 5.31843  0.26
46 H -0.20257 3.76433 4.44356  0.29
47 H -0.51367 2.05493 4.79754  0.33

Atomic forces in eV per Å
-0.288 0.008 -1.036
0.035 -0.017 1.024
0.931 0.056 -0.284
-0.421 0.691 0.004
-0.211 -1.019 -0.942
0.115 0.124 0.321
1.173 -0.565 -0.016
-0.170 1.133 0.566
-0.319 0.133 -0.645
0.913 0.940 1.544
-0.521 -0.472 -0.997
0.104 -1.027 0.270
-0.983 -0.213 -0.793
0.712 0.426 0.316
0.185 0.065 0.689
-1.146 -0.871 -0.120
0.392 0.237 -0.232
-0.179 -0.426 -0.761
0.141 0.378 -0.569
-0.139 0.740 0.435
-0.983 -0.742 -0.294
-0.416 -0.188 -0.089
0.000 0.176 0.191
0.127 -0.191 0.170
-0.031 0.603 0.447
0.099 -0.005 0.234
-0.256 -0.127 -0.033
0.040 -0.334 -0.132
0.398 -0.121 -0.052
0.139 0.084 -0.168
-0.003 0.062 -0.168
0.183 0.196 0.242
-0.032 0.073 0.220
0.028 0.131 0.172
-0.041 0.025 0.371
0.219 -0.060 -0.082
0.278 0.037 -0.120
-0.050 -0.026 0.370
0.305 -0.064 0.268
-0.259 0.113 0.353
-0.219 0.178 0.029
0.092 -0.052 -0.110
0.244 -0.170 -0.164
-0.118 0.131 -0.130
0.005 0.001 -0.056
-0.049 0.021 -0.043
-0.025 -0.072 -0.199